24
Properties=species:S:1:pos:R:3:forces:R:3:lowdin_charge:R:1 method="wB97M-V/def2-TZVPD" relative_energy_kcal_mol=30.0 gap_ev=10.144 homo_ev=-9.22
C -3.3866 -2.1839 2.7656 1.3 -0.2 0.9 -0.106
C -3.2407 -1.8844 1.4249 1.4 1.1 -0.8 -0.089
C -2.1333 -1.0464 1.0099 -1.3 -1.7 -0.5 -0.106
C -1.2422 -0.5421 1.9100 0.1 -0.2 0.5 -0.129
C -1.3326 -0.9126 3.2668 -0.9 0.2 0.5 -0.089
C -2.3792 -1.7697 3.7207 -0.5 0.9 -1.6 -0.069
H -4.2066 -2.8293 3.1071 0.3 0.4 -0.1 0.098
H -3.9169 -2.2702 0.6505 0.2 0.2 0.5 0.099
H -1.8673 -0.9252 -0.0485 -0.7 0.1 0.3 0.096
H -0.4723 0.1151 1.4845 -0.1 -0.3 0.7 0.100
H -0.6528 -0.3737 3.9398 -0.3 -0.8 0.1 0.098
H -2.5603 -2.0408 4.7692 0.5 0.3 -0.5 0.095
C 2.0515 1.8129 -3.6901 0.1 -1.3 0.1 -0.095
C 3.0709 2.4195 -2.9054 -0.5 -0.5 -0.4 -0.105
C 3.2579 2.0585 -1.5728 0.0 -0.6 -0.3 -0.098
C 2.4484 1.0438 -0.9798 0.6 0.7 -0.4 -0.101
C 1.4694 0.4289 -1.7468 -0.2 0.9 -0.6 -0.105
C 1.2415 0.8194 -3.1174 0.5 -0.7 2.3 -0.085
H 2.0283 1.8703 -4.7863 -0.1 0.7 0.5 0.100
H 3.7717 3.1282 -3.3659 -0.4 -0.3 0.2 0.101
H 4.1578 2.4790 -1.1048 -0.7 -0.2 0.3 0.101
H 2.6076 0.7284 0.0598 0.0 0.2 -0.5 0.100
H 0.8468 -0.3269 -1.2501 0.2 0.2 -0.5 0.091
H 0.4391 0.2010 -3.5407 0.5 0.8 -0.7 0.098